Entry 1:
Molecular formula: CH2N3O3S
Method: DFT, ωB97M-V with the def2-TZVPD basis set

Atoms and positions in Å:
S (2.21222, 0.23773, 0.89693)
O (3.36768, 0.63710, 0.04003)
O (1.70479, 1.12253, 1.91518)
O (2.16753, -1.14481, 1.14779)
N (0.52973, 0.29489, -0.68342)
N (-1.25494, -0.42919, -0.09317)
N (-0.08253, -0.94456, -0.74663)
C (-0.66565, 0.73397, -0.09463)
H (-1.18037, 1.70917, 0.14882)
H (0.20530, -1.72222, -0.18428)

Summary:
Total charge: -1
E_HOMO (eV): -4.625

=====

Entry 2:
Molecular formula: CH2N4O
Method: DFT, ωB97M-V with the def2-TZVPD basis set

Atoms and positions in Å:
O (2.01793, 0.05975, -0.03508)
N (-0.20081, 1.07796, -0.11463)
N (0.09841, -1.03708, -0.00111)
N (-1.41464, 0.41113, 0.06938)
N (-1.10746, -0.94212, -0.00806)
C (0.74850, 0.01523, 0.08593)
H (-0.03403, 1.97840, 0.44198)
H (-2.22899, 0.88305, -0.29595)

Summary:
SMILES: O=c1nn[nH][nH]1
E_HOMO (eV): -9.725

=====

Entry 3:
Molecular formula: CH2N4O
Method: DFT, ωB97M-V with the def2-TZVPD basis set

Atoms and positions in Å:
O (-0.77664, 2.15475, 0.43413)
N (0.38978, -0.92546, -0.54343)
N (1.51512, -0.24286, -0.25797)
N (-0.71813, -0.21571, -0.18768)
N (1.15508, 0.89987, 0.02410)
C (-0.20287, 1.08475, 0.24342)
H (0.34141, -2.18467, 0.06196)
H (-1.70374, -0.57067, 0.22546)

Summary:
E_HOMO (eV): -9.751

=====

Entry 4:
Molecular formula: CH2N4O2
Method: DFT, ωB97M-V with the def2-TZVPD basis set

Atoms and positions in Å:
O (0.56660, -0.57666, 1.04080)
O (0.68015, 0.70236, -0.84716)
N (0.29723, 2.47341, 1.70529)
N (-0.32317, 1.60253, 1.15477)
N (1.75532, 2.25050, 1.62951)
N (1.94490, 1.25186, 1.00115)
C (0.71521, 0.65558, 0.52585)
H (0.07351, -1.17809, 0.53818)
H (0.10424, 1.40866, -1.15886)

Summary:
SMILES: OC1(O)N=NN=N1
E_HOMO (eV): -10.429

=====

Entry 5:
Molecular formula: CH2N4O2
Method: DFT, ωB97M-V with the def2-TZVPD basis set

Atoms and positions in Å:
O (0.59877, 0.51812, 0.49314)
O (0.39213, 0.46621, 2.66617)
N (-1.59275, -1.26728, 0.53357)
N (-0.10950, 0.69369, -0.65103)
N (-1.14839, -0.72838, 1.44565)
N (0.59183, 0.27349, -1.72750)
C (-0.08238, 0.11580, 1.62964)
H (0.03250, 0.29585, -2.63798)
H (1.31779, -0.36750, -1.75167)

Summary:
E_HOMO (spin up / spin down) (eV): -7.134 / -7.112

=====

Entry 6:
Molecular formula: CH2N4O2
Method: DFT, ωB97M-V with the def2-TZVPD basis set

Atoms and positions in Å:
O (-1.66371, 0.21954, 1.05911)
O (1.90203, -1.24110, -1.50775)
N (-0.71656, 0.92832, -0.86766)
N (-0.56559, 0.74659, 0.43377)
N (0.86508, -0.35255, 0.41911)
N (0.05994, 0.48887, -1.66708)
C (1.19123, -0.59445, -0.81155)
H (-1.85910, 0.83641, 1.78313)
H (0.78668, -1.03162, 1.15893)

Summary:
E_HOMO (eV): -9.519

=====

Entry 7:
Molecular formula: CH2N4O3
Method: DFT, ωB97M-V with the def2-TZVPD basis set

Atoms and positions in Å:
O (0.72689, -1.05158, -1.35065)
O (0.54277, 1.14022, -1.30804)
O (-1.32987, 0.48022, 2.16047)
N (-1.50175, 0.31937, 0.76516)
N (1.32195, -1.27437, -0.11994)
N (-0.21241, -0.08966, -1.25415)
N (0.61922, -0.77089, 0.77126)
C (-0.46373, -0.08868, 0.22297)
H (0.79018, 1.25584, -2.25876)
H (-0.49325, 0.07954, 2.37171)

Summary:
SMILES: O/N=c1\nnon1O
E_HOMO (eV): -10.655

=====

Entry 8:
Molecular formula: CH2N4O3
Method: DFT, ωB97M-V with the def2-TZVPD basis set

Atoms and positions in Å:
O (-0.68778, 0.19847, -0.90547)
O (-1.16266, 0.32904, 1.28436)
O (-2.62119, 1.09016, -0.12182)
N (1.43284, 0.67086, -0.32833)
N (0.41959, -0.27499, -0.47241)
N (-1.63881, 0.63271, 0.25186)
N (0.18045, -2.58644, 0.44904)
C (0.25052, -1.50824, 0.04713)
H (2.26013, 0.42083, -0.82092)
H (1.56691, 1.02760, 0.61657)

Summary:
SMILES: N#CN(N)O[N+](=O)[O-]
E_HOMO (eV): -10.169

=====

Entry 9:
Molecular formula: CH2N4OS
Method: DFT, ωB97M-V with the def2-TZVPD basis set

Atoms and positions in Å:
S (-2.41573, -0.57670, -0.01229)
O (-0.39884, 1.74339, -0.05126)
N (0.00203, 0.43747, -0.32054)
N (1.28533, -1.32109, 0.04822)
N (1.25125, 0.05340, 0.07204)
N (0.08609, -1.75702, -0.06514)
C (-0.77599, -0.67847, -0.25097)
H (2.10925, 0.59601, -0.19379)
H (-1.14339, 1.50300, 0.77375)

Summary:
SMILES: On1[nH]nnc1=S
E_HOMO (eV): -8.949

=====

Entry 10:
Molecular formula: CH2N4S
Method: DFT, ωB97M-V with the def2-TZVPD basis set

Atoms and positions in Å:
S (2.03240, 0.01015, -0.06841)
N (-1.73350, 0.54338, 0.04038)
N (-0.46665, 0.88926, -0.08684)
N (-1.68461, -0.76533, 0.01217)
N (-0.44164, -1.17498, -0.24846)
C (0.42240, -0.16438, -0.16476)
H (-0.33555, 1.96947, -0.24862)
H (2.20715, -1.30757, 0.76455)

Summary:
SMILES: Sc1nnn[nH]1
E_HOMO (eV): -9.689

=====

Result set for energy above the lowest of the compared OMol25 structures with the same formula, charge and spin: 41.7 55.9 80.5 43.9 125.8 96.7 48.0 53.8 46.9 37.1 kcal per mole, one per record in the order listed.